No. 1
{"formula": "C3H9N4O", "method": "wB97M-V/def2-TZVPD", "species": ["C", "C", "C", "N", "N", "N", "N", "O", "H", "H", "H", "H", "H", "H", "H", "H", "H"], "coordinates": [[0.9384, 0.2577, -0.0501], [-1.3983, 0.7985, -0.2004], [-0.0133, 1.3400, 0.4491], [2.2240, 0.5283, -0.1726], [0.2090, -0.8591, -0.3002], [0.5161, -2.1675, -0.6970], [-1.1919, -0.6309, 0.0767], [-0.1755, 1.4810, 1.7917], [-2.3034, 1.2877, 0.1938], [-1.3436, 0.9924, -1.2944], [0.3493, 2.3462, 0.0571], [2.6873, -0.2608, -0.7108], [1.3010, -2.5660, -0.2135], [0.3567, -2.2724, -1.7289], [-1.1440, -0.7026, 1.1576], [-1.7585, -1.2420, -0.5461], [0.7467, 1.6697, 2.1881]], "forces_ev_per_angstrom": [[-6.13, 2.12, 2.21], [1.82, 2.67, -0.22], [0.02, 0.56, -3.75], [6.15, -1.55, -1.18], [-0.72, -2.76, -1.60], [-1.59, 1.76, -0.81], [1.37, -0.22, 0.91], [1.70, -0.08, 2.93], [0.33, -0.88, 0.25], [-0.09, -0.44, 0.70], [-0.74, -1.16, -0.19], [-0.24, 1.43, 0.28], [0.24, -0.20, -0.18], [1.00, -0.19, 1.51], [-1.11, -0.58, -1.53], [0.13, -0.08, 1.32], [-2.14, -0.40, -0.65]], "spin_multiplicity": 3, "total_energy_ha": -413.45059, "homo_energy_ev": [-9.639, -14.384], "gap_ev": [6.13, 7.81], "mol_weight_g_mol": 117.132, "total_charge": 1}


No. 2
{"formula": "C54H48AsN5OPRbS7", "method": "wB97M-V/def2-TZVPD", "species": ["Rb", "S", "As", "S", "S", "S", "N", "S", "N", "S", "N", "S", "N", "C", "C", "C", "C", "C", "C", "C", "C", "C", "C", "C", "C", "C", "C", "C", "C", "C", "C", "C", "C", "C", "C", "C", "C", "C", "C", "C", "C", "C", "C", "C", "C", "C", "C", "C", "C", "H", "H", "H", "H", "H", "H", "H", "H", "H", "H", "H", "H", "H", "H", "H", "H", "H", "H", "H", "H", "H", "H", "H", "H", "H", "H", "H", "H", "H", "H", "N", "C", "C", "C", "C", "C", "C", "P", "C", "C", "C", "C", "C", "C", "C", "C", "C", "C", "C", "C", "H", "H", "H", "H", "H", "H", "H", "H", "H", "H", "H", "H", "H", "H", "H", "H", "O", "H", "H"], "coordinates": [[0.2074, -2.3112, 0.8138], [1.7176, -2.2199, 3.7037], [1.0192, -4.3312, 3.4071], [-1.1625, -4.2542, 3.0338], [1.9330, -5.0249, 1.5110], [1.4801, -5.4999, 5.1286], [-1.6556, -0.5167, 1.5171], [-2.0382, 0.1346, 2.7489], [-1.9339, 1.8372, 2.7312], [-1.0562, 2.4085, 1.5904], [-1.2544, 2.2085, 0.0761], [-1.0364, 0.9351, -0.9891], [0.0457, -0.0129, -0.9342], [-2.7131, 0.2862, -1.0953], [-3.8035, 0.8168, -0.4285], [-5.0479, 0.2241, -0.5884], [-5.1938, -0.8847, -1.4104], [-4.0930, -1.4077, -2.0761], [-2.8467, -0.8195, -1.9204], [-0.9996, 2.0447, -2.4135], [-2.1046, 2.7447, -2.8751], [-1.9575, 3.6002, -3.9571], [-0.7144, 3.7562, -4.5593], [0.3814, 3.0472, -4.0889], [0.2401, 2.1795, -3.0144], [-1.3761, 4.1604, 1.7301], [-2.0741, 4.6566, 2.8152], [-2.3194, 6.0199, 2.8848], [-1.8627, 6.8636, 1.8834], [-1.1611, 6.3453, 0.8008], [-0.9173, 4.9865, 0.7156], [0.6849, 2.2695, 2.0195], [1.3314, 3.3090, 2.6770], [2.6490, 3.1333, 3.0709], [3.3042, 1.9339, 2.8177], [2.6441, 0.8975, 2.1730], [1.3259, 1.0655, 1.7719], [-3.7765, -0.0439, 3.1949], [-4.4263, 0.7890, 4.0909], [-5.7670, 0.5679, 4.3646], [-6.4343, -0.4908, 3.7577], [-5.7639, -1.3292, 2.8776], [-4.4252, -1.1046, 2.5875], [-1.2615, -0.1971, 4.3167], [-0.3643, 0.6753, 4.9176], [0.3033, 0.2589, 6.0568], [0.1043, -1.0221, 6.5572], [-0.7751, -1.8913, 5.9333], [-1.4802, -1.4721, 4.8159], [-3.6752, 1.6631, 0.2334], [-5.8987, 0.6148, -0.0436], [-6.1650, -1.3524, -1.5176], [-4.1984, -2.2851, -2.7019], [-1.9697, -1.2255, -2.4078], [-3.0671, 2.6185, -2.3967], [-2.8154, 4.1459, -4.3314], [-0.6050, 4.4260, -5.4039], [1.3475, 3.1535, -4.5666], [1.0688, 1.5872, -2.6410], [-2.4153, 3.9736, 3.5807], [-2.8696, 6.4202, 3.7265], [-2.0557, 7.9274, 1.9418], [-0.8093, 7.0018, 0.0155], [-0.3944, 4.5589, -0.1304], [0.8245, 4.2407, 2.8933], [3.1594, 3.9388, 3.5846], [4.3290, 1.7956, 3.1377], [3.1361, -0.0490, 1.9910], [0.8072, 0.2523, 1.2912], [-3.8823, 1.5926, 4.5721], [-6.2904, 1.2120, 5.0609], [-7.4787, -0.6678, 3.9854], [-6.2763, -2.1669, 2.4218], [-3.8609, -1.7418, 1.9134], [-0.1787, 1.6559, 4.5011], [1.0263, 0.9177, 6.5226], [0.6882, -1.3669, 7.4011], [-0.8583, -2.9240, 6.2463], [-2.0921, -2.1909, 4.2834], [3.7641, -4.5051, -1.1224], [3.5113, -4.7355, -2.4477], [3.9592, -5.9270, -3.0431], [3.7921, -6.1574, -4.3922], [3.1783, -5.2059, -5.2003], [2.7224, -4.0311, -4.6230], [2.8621, -3.7754, -3.2596], [2.1412, -2.3153, -2.4241], [1.3158, -1.4921, -3.8410], [0.0056, -1.8798, -4.1206], [-0.7039, -1.3029, -5.1629], [-0.1120, -0.3196, -5.9452], [1.1911, 0.0724, -5.6780], [1.8994, -0.5064, -4.6321], [3.5867, -1.2267, -2.1793], [3.3822, -0.0934, -1.3912], [4.4241, 0.7894, -1.1526], [5.6843, 0.5372, -1.6799], [5.8983, -0.6005, -2.4445], [4.8527, -1.4800, -2.6953], [3.8004, -5.3222, -0.5251], [3.1937, -3.8073, -0.6521], [4.4375, -6.6673, -2.4121], [4.1421, -7.0908, -4.8187], [3.0487, -5.3785, -6.2617], [2.2359, -3.2943, -5.2498], [-0.4601, -2.6438, -3.5059], [-1.7239, -1.6133, -5.3581], [-0.6685, 0.1439, -6.7510], [1.6590, 0.8424, -6.2811], [2.9157, -0.1899, -4.4282], [2.4022, 0.0822, -0.9579], [4.2556, 1.6588, -0.5274], [6.5039, 1.2163, -1.4751], [6.8851, -0.8142, -2.8384], [5.0238, -2.3733, -3.2843], [3.8742, -2.2800, 1.3748], [3.7366, -3.2445, 1.3328], [3.2770, -2.1170, 2.1494]], "forces_ev_per_angstrom": [[0.37, -0.70, -0.27], [-0.05, -0.26, -0.12], [-0.13, 0.32, -0.10], [0.27, -0.14, 0.05], [0.03, -0.03, 0.26], [0.02, -0.01, -0.02], [-0.31, 0.05, 0.26], [0.06, 0.57, 0.14], [-0.19, -0.06, -0.29], [0.29, 0.00, 0.10], [-0.25, -0.04, 0.18], [0.00, 0.20, 0.42], [0.22, 0.07, -0.34], [0.01, 0.02, -0.15], [-0.06, 0.05, 0.02], [0.03, 0.03, 0.04], [0.01, -0.04, -0.03], [-0.04, 0.02, 0.01], [0.01, -0.02, 0.07], [0.01, 0.08, -0.08], [0.03, 0.02, -0.04], [-0.03, -0.01, 0.02], [0.02, 0.00, -0.02], [-0.01, 0.01, 0.00], [-0.04, -0.05, -0.01], [0.02, -0.12, -0.02], [0.02, -0.08, 0.07], [-0.02, 0.10, 0.02], [0.01, -0.04, -0.01], [-0.01, 0.11, 0.00], [0.02, -0.07, -0.06], [-0.14, -0.06, -0.10], [-0.03, 0.12, 0.06], [0.01, -0.01, 0.01], [-0.04, -0.02, -0.03], [0.05, 0.09, 0.03], [0.04, -0.16, 0.03], [0.05, 0.01, -0.07], [-0.01, 0.06, 0.05], [0.02, 0.01, 0.01], [0.00, -0.03, -0.03], [-0.05, 0.01, 0.03], [0.08, -0.02, -0.01], [-0.03, -0.10, -0.06], [-0.01, 0.10, 0.01], [0.03, -0.03, 0.03], [-0.03, 0.00, 0.01], [-0.03, 0.04, 0.02], [0.02, -0.04, -0.03], [0.00, -0.02, -0.02], [0.00, 0.00, 0.00], [0.01, 0.00, 0.00], [-0.01, 0.01, 0.00], [0.02, 0.02, 0.02], [-0.01, 0.01, 0.01], [0.01, 0.00, 0.00], [0.00, -0.01, 0.00], [-0.01, 0.00, 0.00], [-0.02, 0.00, 0.00], [0.00, 0.00, -0.01], [0.00, 0.01, 0.00], [0.00, 0.00, 0.00], [0.00, 0.00, 0.00], [-0.01, 0.00, 0.01], [0.02, -0.03, -0.02], [0.00, -0.01, 0.00], [0.00, 0.00, 0.00], [-0.01, 0.00, -0.01], [-0.10, 0.10, -0.06], [-0.01, 0.00, -0.02], [0.00, 0.00, 0.00], [0.00, -0.01, -0.01], [-0.01, 0.00, 0.01], [-0.02, 0.02, 0.01], [-0.02, -0.02, 0.02], [-0.01, 0.01, 0.00], [0.00, 0.00, -0.01], [0.01, -0.01, 0.01], [0.01, -0.02, -0.01], [-0.14, 0.02, 0.07], [-0.03, -0.01, -0.05], [-0.01, 0.01, 0.02], [0.00, -0.01, -0.01], [0.00, -0.01, -0.05], [0.04, 0.01, 0.04], [0.10, -0.02, -0.05], [-0.08, -0.13, 0.00], [-0.05, 0.04, 0.00], [-0.01, 0.02, 0.00], [-0.01, -0.02, 0.00], [0.00, 0.01, 0.00], [0.01, 0.01, 0.00], [-0.01, -0.03, -0.01], [0.04, 0.05, 0.03], [0.05, 0.03, 0.05], [-0.01, 0.00, 0.00], [0.01, 0.01, 0.00], [0.00, -0.01, 0.00], [-0.01, 0.04, -0.01], [0.05, 0.01, -0.01], [0.03, -0.01, 0.01], [0.00, 0.00, -0.01], [0.00, 0.01, 0.00], [0.00, 0.00, 0.01], [-0.01, 0.00, 0.00], [0.02, 0.01, 0.00], [0.01, 0.01, 0.00], [0.01, 0.00, 0.00], [-0.01, -0.01, 0.00], [0.00, 0.00, 0.01], [0.01, -0.01, -0.03], [0.01, -0.01, 0.00], [0.00, -0.01, 0.00], [0.00, 0.01, 0.01], [-0.01, 0.00, 0.00], [-0.13, 0.02, 0.05], [0.00, 0.00, -0.02], [0.06, -0.07, -0.01]], "total_energy_ha": -7823.96868, "homo_energy_ev": -0.661, "gap_ev": 3.72, "mol_weight_g_mol": 1198.845, "total_charge": -2}